--- P ---
55
Properties=species:S:1:pos:R:3 method="wB97M-V/def2-TZVPD" homo_energy_ev=-8.25 lumo_ev=-0.6 gap_ev=7.7
C 4.666 -0.842 6.010
C 4.200 -1.931 4.860
H 4.809 -1.925 4.065
H 4.226 -2.984 5.354
O 3.057 -1.885 4.357
C 2.954 -0.757 3.549
O 3.969 -0.078 3.089
N 1.521 -0.669 3.211
C 0.412 -1.437 3.695
H 0.757 -1.988 4.409
C -0.263 -2.135 2.644
N -0.499 -1.394 1.494
C -1.632 -1.203 0.916
O -2.725 -1.607 1.696
C -2.106 -0.319 -0.120
N -1.193 -0.024 -1.071
C -1.577 0.672 -2.253
N -0.988 0.932 -3.308
N -1.964 1.671 -4.129
C -2.913 2.103 -3.380
C -2.922 1.245 -2.163
C -3.775 1.381 -0.898
C -3.420 0.522 0.041
H -3.915 0.471 0.959
C -5.288 1.745 -0.972
H -5.673 1.762 -0.146
H -4.798 3.030 -1.206
H -5.890 1.647 -1.800
C -3.837 2.974 -3.988
H -4.850 2.445 -4.199
H -3.694 3.173 -4.993
H -4.079 3.635 -3.440
C 0.120 0.431 -3.788
C 0.802 0.901 -5.015
C 1.979 0.480 -5.444
C 2.425 -0.426 -4.668
C 2.028 -1.180 -3.637
C 0.900 -0.331 -3.038
H 0.419 -0.994 -2.159
H 2.592 -1.719 -2.869
H 3.618 -0.662 -5.200
H 2.366 1.106 -6.148
H 0.218 1.696 -5.418
C 0.836 -0.508 0.890
H 0.386 0.046 0.203
C 1.225 0.340 1.919
H 2.231 0.872 1.668
H 0.578 1.121 2.222
H 1.345 -1.292 0.575
H -1.021 -2.654 2.932
H 0.558 -2.913 2.150
H -0.410 -0.690 4.013
H 5.489 -1.226 6.292
H 4.774 0.156 5.499
H 3.976 -0.782 6.739

--- Q ---
55
Properties=species:S:1:pos:R:3 method="wB97M-V/def2-TZVPD" homo_energy_ev=-7.79 lumo_ev=0.7 gap_ev=8.4
C 4.202 -0.214 -4.517
C 3.055 0.799 -4.526
N 1.768 0.179 -4.750
C 1.346 0.088 -6.130
C 0.523 1.299 -6.574
C 1.005 -0.302 -3.725
C 1.498 -0.376 -2.410
C 0.731 -0.866 -1.378
C -0.572 -1.309 -1.598
C -1.460 -1.762 -0.518
O -2.678 -1.653 -0.540
N -0.851 -2.358 0.547
N -1.584 -2.474 1.731
C -0.933 -2.349 2.909
O 0.278 -2.443 2.980
C -1.830 -2.119 4.114
C -1.200 -0.994 4.941
C -0.824 0.156 4.051
N -1.331 0.246 2.877
C -0.886 1.238 2.039
C -1.405 1.311 0.742
C -0.921 2.250 -0.140
C 0.071 3.148 0.248
C 0.574 3.109 1.529
C 0.104 2.157 2.435
C 0.632 2.090 3.793
O 1.454 2.830 4.290
N 0.094 1.041 4.535
C -1.081 -1.215 -2.893
C -0.318 -0.735 -3.931
H 4.252 -0.739 -5.468
H 4.056 -0.950 -3.731
H 5.148 0.294 -4.351
H 3.036 1.355 -3.586
H 3.223 1.525 -5.327
H 0.774 -0.831 -6.278
H 2.242 0.014 -6.753
H 1.104 2.212 -6.470
H -0.374 1.396 -5.968
H 0.232 1.191 -7.616
H 2.499 -0.050 -2.181
H 1.155 -0.870 -0.383
H 0.147 -2.324 0.718
H -2.543 -2.173 1.583
H -1.885 -3.030 4.712
H -2.829 -1.840 3.787
H -0.291 -1.365 5.420
H -1.889 -0.656 5.719
H -2.178 0.619 0.450
H -1.314 2.286 -1.146
H 0.441 3.878 -0.457
H 1.335 3.799 1.863
H 0.464 0.926 5.472
H -2.099 -1.529 -3.068
H -0.767 -0.681 -4.909

Ranked by calculated energy, most stable first: Q, P.

--- P ---
39
Properties=species:S:1:pos:R:3 method="wB97M-V/def2-TZVPD" homo_energy_ev=-9.46 lumo_ev=0.6 gap_ev=10.1
C -5.801 2.180 27.081
C -4.730 2.769 26.130
C -3.491 1.888 26.127
O -5.372 2.741 24.858
H -6.055 1.155 26.807
H -6.661 2.816 27.270
H -5.406 1.961 28.091
H -4.493 3.813 26.337
H -3.220 1.539 27.124
H -2.665 2.427 25.666
H -3.749 0.975 25.584
H -5.306 1.841 24.510
C -10.417 -0.806 24.780
C -9.681 0.538 24.694
C -8.771 0.775 25.912
O -8.922 0.434 23.447
H -9.815 -1.687 24.982
H -11.070 -0.911 23.911
H -11.186 -0.790 25.571
H -10.383 1.370 24.623
H -8.135 1.653 25.848
H -8.062 -0.038 26.065
H -9.571 0.873 26.648
H -9.519 0.737 22.756
C -6.490 -2.520 19.202
C -7.593 -2.160 20.155
C -8.040 -3.278 21.101
O -7.224 -0.996 20.901
H -6.277 -1.710 18.509
H -6.737 -3.403 18.607
H -5.613 -2.801 19.792
H -8.497 -1.966 19.554
H -7.252 -3.748 21.705
H -8.540 -4.112 20.606
H -8.703 -2.907 21.892
H -7.674 -1.147 21.742
O -5.894 0.154 23.653
H -6.847 0.090 23.807
H -5.815 0.400 22.721

--- Q ---
39
Properties=species:S:1:pos:R:3 method="wB97M-V/def2-TZVPD" homo_energy_ev=-9.74 lumo_ev=0.3 gap_ev=10.0
C -14.939 -3.120 12.075
C -14.035 -1.882 12.208
C -14.601 -0.571 11.542
O -13.851 -1.770 13.601
H -14.744 -3.689 11.166
H -15.989 -2.846 11.971
H -14.992 -3.810 12.918
H -13.055 -2.091 11.779
H -14.741 -0.669 10.465
H -13.914 0.259 11.701
H -15.506 -0.451 12.138
H -13.138 -1.139 13.726
C -7.792 0.058 14.512
C -6.960 -0.011 15.772
C -5.661 0.711 15.650
O -7.764 0.546 16.742
H -8.634 -0.632 14.450
H -7.260 -0.493 13.737
H -8.121 1.073 14.289
H -6.679 -1.019 16.076
H -4.968 0.639 16.489
H -5.824 1.784 15.546
H -5.183 0.402 14.720
H -8.141 1.288 16.264
C -9.721 -3.465 14.824
C -10.662 -4.627 15.085
C -11.556 -4.849 13.915
O -9.920 -5.835 15.308
H -8.967 -3.653 14.060
H -9.219 -3.090 15.716
H -10.298 -2.560 14.634
H -11.202 -4.349 15.991
H -12.050 -3.881 13.839
H -12.273 -5.648 14.103
H -10.992 -5.298 13.097
H -9.041 -5.697 15.670
O -11.584 -0.097 14.445
H -10.927 -0.305 15.109
H -11.151 0.531 13.867

--- R ---
39
Properties=species:S:1:pos:R:3 method="wB97M-V/def2-TZVPD" homo_energy_ev=-9.37 lumo_ev=0.5 gap_ev=9.8
C -4.144 -2.464 -0.905
C -2.836 -1.700 -0.661
C -3.067 -0.364 0.042
O -1.872 -2.496 0.107
H -4.535 -2.114 -1.860
H -4.889 -2.258 -0.135
H -4.019 -3.538 -1.041
H -2.328 -1.533 -1.611
H -3.352 0.407 -0.674
H -2.189 0.041 0.545
H -3.931 -0.404 0.706
H -1.007 -2.086 0.033
C 2.034 1.648 4.280
C 1.831 0.936 2.887
C 2.430 1.770 1.726
O 2.406 -0.295 3.003
H 1.422 2.547 4.359
H 3.092 1.884 4.384
H 1.865 0.928 5.081
H 0.790 0.741 2.630
H 2.480 1.048 0.911
H 3.396 2.250 1.883
H 1.765 2.483 1.237
H 3.262 -0.017 2.670
C 0.113 -0.611 -3.062
C 1.086 0.457 -2.835
C 0.541 1.671 -2.031
O 2.019 -0.135 -1.938
H 0.585 -1.526 -3.419
H -0.745 -0.418 -3.706
H -0.342 -0.883 -2.109
H 1.531 0.770 -3.780
H 1.138 2.582 -2.083
H 0.319 1.541 -0.972
H -0.369 2.060 -2.489
H 2.816 -0.368 -2.419
O 0.527 -0.960 0.382
H 1.049 -0.899 1.182
H 1.127 -0.697 -0.317

Ranked by calculated energy, most stable first: P, R, Q.

--- P ---
10
Properties=species:S:1:pos:R:3 method="wB97M-V/def2-TZVPD" charge=+1 homo_energy_ev=-17.31 lumo_ev=-3.6 gap_ev=13.7
O -1.749 -0.941 0.194
H -2.710 -0.946 0.364
H -1.652 -1.839 -0.176
O 1.954 -0.152 0.060
H 2.594 0.130 0.767
H 2.402 -0.780 -0.430
O -0.237 1.142 -0.211
H 0.770 0.880 -0.199
H -0.391 2.025 -0.451
H -0.758 0.135 -0.219

--- Q ---
10
Properties=species:S:1:pos:R:3 method="wB97M-V/def2-TZVPD" charge=+1 homo_energy_ev=-17.23 lumo_ev=-3.5 gap_ev=13.7
O 0.076 1.084 2.117
H 0.657 1.682 2.565
H -0.673 0.925 2.704
O -0.298 -1.471 -1.797
H -0.904 -1.174 -2.495
H -0.180 -2.402 -1.965
O 0.243 0.412 -0.342
H 0.033 -0.440 -0.854
H -0.061 0.587 0.613
H 1.168 0.656 -0.353

Ranked by calculated energy, most stable first: Q, P.